[1]
C19H23ClN2OS | ωB97M-V/def2-TZVPD

Summary:
Kohn-Sham gap: 7.57 eV
Electronic energy: -1780.200521 Ha
Largest force on an atom: 5.24 eV Å⁻¹
SMILES: CCCNc1c(CCCCO)ccc2c1Nc1cccc(Cl)c1S2

Geometry as ORCA input:
```
! RIJCOSX wB97M-V def2-TZVPD def2/J DEFGRID3
* xyz 0 1
C -3.21797 2.07971 1.41191
C -2.89327 2.66870 -0.10973
C -1.56304 1.88923 -0.69361
N -1.84987 0.52676 -1.28532
C -0.79838 -0.50269 -0.93644
C 0.66908 -0.38175 -1.72904
C 0.92230 0.87232 -2.80696
C 2.38261 0.79793 -3.55245
C 3.65877 1.23785 -2.62294
C 4.79024 2.15604 -3.41607
O 5.91395 1.25934 -3.84001
C 1.86118 -1.51114 -1.43476
C 1.67164 -2.76441 -0.35829
C 0.23215 -2.83548 0.42350
C -0.99795 -1.73135 0.16696
N -2.30786 -1.81346 0.91713
C -2.10379 -1.95709 2.42431
C -2.87103 -0.98770 3.50940
C -2.59744 -1.21234 5.14347
C -1.61499 -2.39346 5.75211
C -0.84168 -3.35703 4.67069
Cl 0.36038 -4.73586 5.14901
C -1.08066 -3.11488 3.06555
S -0.17834 -4.15740 1.74147
H -4.10936 1.30349 1.28154
H -2.27575 1.49989 1.80561
H -3.47716 2.95793 2.14741
H -2.63351 3.82468 0.03770
H -3.85188 2.55979 -0.77545
H -0.75444 1.73993 0.16329
H -1.13709 2.55935 -1.57952
H -2.82308 0.19730 -1.10278
H 0.93019 1.84850 -2.11982
H 0.03792 0.92891 -3.60512
H 2.32091 1.51751 -4.49772
H 2.51070 -0.32730 -3.91837
H 4.25806 0.28089 -2.23507
H 3.29371 1.83167 -1.67886
H 5.20704 2.93787 -2.64333
H 4.38671 2.67507 -4.38396
H 6.31840 0.82160 -3.01165
H 2.92308 -1.46506 -1.97427
H 2.50171 -3.55415 -0.11096
H -2.96185 -1.03267 0.69192
H -3.59544 -0.10547 3.16393
H -3.16745 -0.45477 5.85412
H -1.44742 -2.57680 6.90144
*
```


[2]
C19H23ClN4O7S | ωB97M-V/def2-TZVPD

Summary:
Energy relative to the best compared isomer or geometry (same formula, charge and spin): 64.9 kcal/mol
Kohn-Sham gap: 8.35 eV
Electronic energy: -2341.880545 Ha
Largest force on an atom: 2.04 eV Å⁻¹
SMILES: CCOC(=O)c1sc(NC(=O)CCCn2nc([N+](=O)[O-])c(Cl)c2C)c(C(=O)OCC)c1C

Geometry as ORCA input:
```
! RIJCOSX wB97M-V def2-TZVPD def2/J DEFGRID3
* xyz 0 1
C -5.37109 -2.77902 -2.14713
C -5.09251 -1.29243 -2.26049
O -3.95466 -0.98845 -1.45686
C -3.58755 0.30266 -1.40045
O -4.16315 1.18235 -1.99890
C -2.42855 0.45435 -0.53278
S -1.81366 -0.98664 0.23798
C -0.58141 -0.05849 0.98123
N 0.36067 -0.63156 1.79020
C 0.48127 -1.98289 1.91214
O -0.31748 -2.73120 1.38080
C 1.68911 -2.42957 2.70157
C 2.52997 -3.47065 1.93781
C 2.43806 -3.32939 0.41429
N 2.50296 -1.94866 0.00465
N 3.28546 -1.10204 0.63716
C 3.08586 0.08698 0.08062
N 3.78184 1.23291 0.54181
O 4.44228 1.12829 1.54701
O 3.67829 2.24298 -0.12625
C 2.13253 -0.01652 -0.95618
Cl 1.49856 1.22001 -1.94120
C 1.77547 -1.35731 -0.97445
C 0.80670 -2.06676 -1.83966
C -0.63366 1.29128 0.65776
C 0.38577 2.20530 1.17941
O 1.34797 1.80564 1.82190
O 0.15974 3.47849 0.90786
C 1.11135 4.45247 1.34935
C 1.94900 4.94673 0.18066
C -1.71270 1.58534 -0.22444
C -2.01463 2.93708 -0.76327
H -6.23866 -3.03520 -2.74810
H -4.51351 -3.34761 -2.49622
H -5.56265 -3.04426 -1.11106
H -5.94308 -0.69707 -1.90909
H -4.88192 -1.00182 -3.29639
H 1.04386 0.04000 2.15799
H 1.34315 -2.86978 3.63811
H 2.30588 -1.56248 2.93422
H 2.19985 -4.47914 2.18556
H 3.56654 -3.35760 2.25128
H 1.48799 -3.73331 0.06149
H 3.25592 -3.88715 -0.05286
H 1.30506 -2.83063 -2.43521
H 0.33781 -1.34905 -2.50674
H 0.03286 -2.54353 -1.23777
H 1.74763 4.00688 2.11960
H 0.51787 5.26389 1.77982
H 2.56463 4.13889 -0.20779
H 2.59958 5.74767 0.51901
H 1.30595 5.32163 -0.61206
H -2.24661 3.61945 0.05205
H -2.85659 2.88650 -1.44604
H -1.14339 3.33242 -1.28198
*
```


[3]
C19H23ErF6O2 | ωB97M-V/def2-TZVPD

Summary:
Kohn-Sham gap (spin up / spin down): 2.71 / 2.72 eV
Electronic energy: -2502.525165 Ha
<S²>: 3.753
Largest force on an atom: 3.47 eV Å⁻¹

Geometry as ORCA input:
```
! RIJCOSX wB97M-V def2-TZVPD def2/J DEFGRID3
* xyz -2 4
Er 0.01668 -0.51707 0.25498
C 2.08970 0.21223 1.59027
C 2.58441 -0.62641 0.53936
C 2.42340 0.06874 -0.69129
H 3.05276 -1.60514 0.67689
C 1.81852 1.33816 -0.41340
C 1.63632 1.42235 1.00344
H 1.26292 2.28492 1.56383
H 2.12154 -0.01306 2.64890
H 2.75628 -0.26536 -1.67414
H 1.60975 2.10785 -1.15328
C -2.46010 0.08452 0.88626
C -1.67395 1.18474 1.33148
C -1.21966 1.89044 0.18018
H -1.49750 1.46823 2.37599
C -1.68442 1.21087 -0.97292
C -2.47377 0.09468 -0.54210
H -3.04708 -0.57058 -1.18834
H -3.01950 -0.60354 1.52689
H -0.66262 2.83031 0.17321
H -1.57500 1.54290 -2.01175
O 0.50306 -2.12818 -0.93776
C -0.35735 -0.35510 -4.16081
C 0.28879 -1.62184 -3.68526
C 0.44996 0.86894 -4.30301
C -1.81120 -0.32482 -4.42709
C 0.45208 -2.55621 -2.25845
H 1.34413 -1.56223 -4.01251
H -0.18819 -2.41439 -4.29389
H -0.34785 -3.30664 -2.30567
H 1.40951 -3.07994 -2.43173
H 0.40927 1.27376 -5.33470
H 1.50376 0.69075 -4.06575
H 0.09291 1.67261 -3.64270
H -2.05984 -0.50493 -5.49100
H -2.24361 0.65313 -4.17954
H -2.34215 -1.09099 -3.85178
C -1.38585 -3.47833 2.64866
C -0.31525 -2.44013 2.96021
O -0.23843 -1.43441 2.04106
C -0.64738 -1.75833 4.33912
F -0.71173 -2.62279 5.38350
F 0.24147 -0.78563 4.65620
F -1.86380 -1.14558 4.23872
C 1.08478 -3.15473 3.05991
F 1.10765 -4.17350 3.95392
F 1.40626 -3.67532 1.83867
F 2.08784 -2.29649 3.38329
H -2.33099 -2.97093 2.47362
H -1.47476 -4.17561 3.48622
H -1.08407 -4.01516 1.73957
*
```


[4]
C19H23EuNP | ωB97M-V/def2-TZVPD

Summary:
Kohn-Sham gap (spin up / spin down): 3.21 / 5.32 eV
Electronic energy: -1843.977046 Ha
<S²>: 15.777
Largest force on an atom: 3.13 eV Å⁻¹

Geometry as ORCA input:
```
! RIJCOSX wB97M-V def2-TZVPD def2/J DEFGRID3
* xyz -1 8
C -1.61611 -2.09876 -4.16772
Eu 0.04218 -1.53274 -2.25607
N 1.09660 -0.06775 -4.08565
H -2.39201 -0.95733 -1.90862
H -2.58167 -1.06462 -2.67304
H -2.62124 -2.47547 -3.99717
H -0.95000 -2.93191 -4.44257
H -1.61403 -1.31542 -4.93070
H 2.08514 -0.20086 -4.29765
H 0.91547 0.93302 -3.98663
H 0.56129 -0.40902 -4.88298
C 0.16541 4.20437 2.75035
C 0.90300 4.17875 1.56164
C 0.79369 3.10276 0.68750
C -0.05449 2.02057 1.00096
C -0.80720 2.05256 2.18731
C -0.68948 3.14191 3.05850
P -0.03529 0.59786 -0.14886
C 1.60178 -0.16107 0.25446
C 2.51272 -0.41933 -0.79618
C 3.72243 -1.06062 -0.51160
C 4.09169 -1.30402 0.81122
C 3.23630 -0.95458 1.85995
C 1.98710 -0.39040 1.58793
C -1.29241 -0.54837 0.56439
C -0.99121 -1.76860 1.19089
C -2.02026 -2.51051 1.78593
C -3.34772 -2.08616 1.68958
C -3.66108 -0.91057 0.99944
C -2.64576 -0.13761 0.44642
H 0.25007 5.04781 3.43492
H 1.57344 4.99710 1.31742
H 1.37192 3.07213 -0.23784
H -1.47024 1.21814 2.43161
H -1.26851 3.13961 3.98042
H 2.29604 -0.06766 -1.82009
H 4.38257 -1.33936 -1.33528
H 5.06232 -1.74716 1.03489
H 3.53988 -1.11140 2.89442
H 1.31095 -0.11494 2.40601
H 0.04730 -2.11731 1.24501
H -1.76967 -3.42235 2.33345
H -4.14258 -2.67751 2.15037
H -4.69880 -0.58564 0.90989
H -2.87950 0.78248 -0.09620
*
```


[5]
C19H23F5FeN8OSe2Te | ωB97M-V/def2-TZVPD

Summary:
Energy relative to the best compared isomer or geometry (same formula, charge and spin): 0.0 kcal/mol
Kohn-Sham gap (spin up / spin down): 6.99 / 7.04 eV
Electronic energy: -8084.945406 Ha
<S²>: 6.018
Largest force on an atom: 5.69 eV Å⁻¹

Geometry as ORCA input:
```
! RIJCOSX wB97M-V def2-TZVPD def2/J DEFGRID3
* xyz 0 5
Fe 0.20702 0.72557 0.91421
Se 4.76579 0.23460 1.79690
C 3.01182 0.36891 2.05912
N 1.81227 0.50265 2.00627
N 1.39821 0.27501 -0.58522
C 2.14610 -0.53890 -1.00039
N 2.82857 -1.61480 -1.29661
C 2.95939 -2.70889 -0.37294
C 4.45051 -2.99527 -0.14998
O 5.14132 -3.24690 -1.35005
C 5.00667 -2.17658 -2.25365
C 3.52413 -1.83621 -2.54635
H 2.49998 -3.59751 -0.83013
H 2.47113 -2.44244 0.58420
H 4.50406 -3.92909 0.40705
H 4.93489 -2.18077 0.42731
H 5.48339 -2.50214 -3.19684
H 5.53775 -1.28102 -1.87616
H 3.07376 -2.70045 -3.08452
H 3.45335 -0.92712 -3.13829
N -0.82340 -4.87548 -1.58114
C -0.61306 -3.60982 -1.29195
N -0.22213 -2.79696 -2.27041
N -0.73189 -3.24314 -0.01724
C -0.58785 -2.06309 0.42472
N -0.38817 -1.00805 0.92401
H -0.89570 -5.17094 -2.55342
H -1.21180 -5.46688 -0.84923
H -0.19192 -3.13164 -3.22187
H -0.43969 -1.79117 -2.18928
C 0.49138 5.43562 2.04063
Te 1.62021 3.60635 2.14621
C 3.28803 4.38194 1.03566
H 1.09614 6.24038 2.42970
H -0.39701 5.27448 2.63812
H 0.23568 5.61252 1.00391
H 2.96914 4.61849 0.01082
H 4.01908 3.58083 1.00567
H 3.66700 5.24138 1.58222
C -3.57384 4.49125 1.76396
C -3.11257 3.32866 2.64489
C -1.99904 2.53725 2.20994
N -1.14533 1.92131 1.75077
H -4.37611 5.00181 2.31885
H -3.96233 4.13469 0.80762
H -2.77618 5.20305 1.56730
H -3.92830 2.61429 2.74912
H -2.83830 3.70207 3.64314
F -6.64911 -2.08632 0.48251
C -5.53541 -1.54657 -0.02061
C -4.78708 -2.24701 -0.97858
F -5.22212 -3.45855 -1.39688
C -3.65876 -1.65094 -1.51555
F -3.01488 -2.30298 -2.52490
C -3.20039 -0.37718 -1.12316
Se -1.53268 0.38149 -1.69128
C -4.04073 0.31040 -0.23019
F -3.70772 1.58138 0.13938
C -5.16171 -0.25072 0.35576
F -5.87157 0.44912 1.26685
*
```


[6]
C19H23FN2S | ωB97M-V/def2-TZVPD

Summary:
Energy relative to the best compared isomer or geometry (same formula, charge and spin): 2.1 kcal/mol
Kohn-Sham gap: 8.68 eV
Electronic energy: -1345.402016 Ha
Largest force on an atom: 0.89 eV Å⁻¹
SMILES: CCCc1ccc([C@@H](C)NC(=S)NCc2ccc(F)cc2)cc1

Geometry as ORCA input:
```
! RIJCOSX wB97M-V def2-TZVPD def2/J DEFGRID3
* xyz 0 1
C -7.68814 0.61905 -0.36929
C -6.17406 0.65800 -0.21060
C -5.55766 -0.74264 -0.31619
C -4.06833 -0.67508 -0.15398
C -3.48378 -0.77163 1.10168
C -2.11394 -0.66308 1.25660
C -1.29155 -0.45582 0.15845
C 0.20514 -0.34739 0.32626
C 0.91178 -1.53285 -0.34983
N 0.65505 0.91543 -0.23046
C 1.80616 1.57260 0.01387
S 2.11833 2.96298 -0.83479
N 2.63531 1.09690 0.96713
C 3.96207 1.62400 1.20096
C 5.01220 0.73624 0.58435
C 5.07310 0.61118 -0.80012
C 5.99760 -0.22739 -1.39295
C 6.86387 -0.93895 -0.58194
F 7.76975 -1.76230 -1.15146
C 6.82843 -0.83310 0.79577
C 5.89225 0.00722 1.37277
C -1.87369 -0.35926 -1.09998
C -3.24288 -0.46451 -1.25154
H -8.10492 1.62043 -0.29247
H -8.13821 -0.00022 0.40377
H -7.96079 0.20738 -1.33873
H -5.73964 1.29811 -0.98158
H -5.91653 1.08875 0.75954
H -5.98855 -1.38091 0.45796
H -5.80778 -1.16937 -1.28970
H -4.10744 -0.93425 1.96889
H -1.68036 -0.74075 2.24367
H 0.43209 -0.35628 1.40099
H 1.99249 -1.45371 -0.24789
H 0.58228 -2.46524 0.10176
H 0.67148 -1.55737 -1.40924
H 0.08070 1.33149 -0.94806
H 2.44849 0.18602 1.35678
H 3.98758 2.61804 0.74423
H 4.12008 1.71712 2.27924
H 4.39315 1.18344 -1.41305
H 6.05784 -0.33087 -2.46468
H 7.52140 -1.40083 1.39635
H 5.85339 0.10014 2.44847
H -1.25601 -0.20407 -1.97334
H -3.67777 -0.38664 -2.23759
*
```


Please write out number 5 again, unchanged.
C19H23F5FeN8OSe2Te | ωB97M-V/def2-TZVPD

Summary:
Energy relative to the best compared isomer or geometry (same formula, charge and spin): 0.0 kcal/mol
Kohn-Sham gap (spin up / spin down): 6.99 / 7.04 eV
Electronic energy: -8084.945406 Ha
<S²>: 6.018
Largest force on an atom: 5.69 eV Å⁻¹

Geometry as ORCA input:
```
! RIJCOSX wB97M-V def2-TZVPD def2/J DEFGRID3
* xyz 0 5
Fe 0.20702 0.72557 0.91421
Se 4.76579 0.23460 1.79690
C 3.01182 0.36891 2.05912
N 1.81227 0.50265 2.00627
N 1.39821 0.27501 -0.58522
C 2.14610 -0.53890 -1.00039
N 2.82857 -1.61480 -1.29661
C 2.95939 -2.70889 -0.37294
C 4.45051 -2.99527 -0.14998
O 5.14132 -3.24690 -1.35005
C 5.00667 -2.17658 -2.25365
C 3.52413 -1.83621 -2.54635
H 2.49998 -3.59751 -0.83013
H 2.47113 -2.44244 0.58420
H 4.50406 -3.92909 0.40705
H 4.93489 -2.18077 0.42731
H 5.48339 -2.50214 -3.19684
H 5.53775 -1.28102 -1.87616
H 3.07376 -2.70045 -3.08452
H 3.45335 -0.92712 -3.13829
N -0.82340 -4.87548 -1.58114
C -0.61306 -3.60982 -1.29195
N -0.22213 -2.79696 -2.27041
N -0.73189 -3.24314 -0.01724
C -0.58785 -2.06309 0.42472
N -0.38817 -1.00805 0.92401
H -0.89570 -5.17094 -2.55342
H -1.21180 -5.46688 -0.84923
H -0.19192 -3.13164 -3.22187
H -0.43969 -1.79117 -2.18928
C 0.49138 5.43562 2.04063
Te 1.62021 3.60635 2.14621
C 3.28803 4.38194 1.03566
H 1.09614 6.24038 2.42970
H -0.39701 5.27448 2.63812
H 0.23568 5.61252 1.00391
H 2.96914 4.61849 0.01082
H 4.01908 3.58083 1.00567
H 3.66700 5.24138 1.58222
C -3.57384 4.49125 1.76396
C -3.11257 3.32866 2.64489
C -1.99904 2.53725 2.20994
N -1.14533 1.92131 1.75077
H -4.37611 5.00181 2.31885
H -3.96233 4.13469 0.80762
H -2.77618 5.20305 1.56730
H -3.92830 2.61429 2.74912
H -2.83830 3.70207 3.64314
F -6.64911 -2.08632 0.48251
C -5.53541 -1.54657 -0.02061
C -4.78708 -2.24701 -0.97858
F -5.22212 -3.45855 -1.39688
C -3.65876 -1.65094 -1.51555
F -3.01488 -2.30298 -2.52490
C -3.20039 -0.37718 -1.12316
Se -1.53268 0.38149 -1.69128
C -4.04073 0.31040 -0.23019
F -3.70772 1.58138 0.13938
C -5.16171 -0.25072 0.35576
F -5.87157 0.44912 1.26685
*
```


electronic energy of number 6 (C19H23FN2S)?
-1345.402016 Ha


Among the records above, which one has the highest electronic energy?
C19H23FN2S